15
Properties=species:S:1:pos:R:3:nbo_charge:R:1 method="wB97M-V/def2-TZVPD" smiles="CC(C)C(N)=S" de_lowest_kj_mol=45.21 spin_multiplicity=1
C 1.292 0.539 0.662 -0.61
C 0.264 -0.166 -0.301 -0.28
C 0.502 -1.714 -0.240 -0.60
C -1.240 0.194 0.022 0.13
N -1.595 1.539 -0.167 -0.81
S -2.488 -0.847 0.338 -0.12
H 2.314 0.312 0.399 0.22
H 1.145 0.280 1.733 0.22
H 1.180 1.650 0.457 0.20
H 0.439 0.117 -1.337 0.21
H 0.337 -1.993 0.800 0.22
H 1.570 -1.831 -0.485 0.20
H -0.202 -2.172 -0.953 0.23
H -0.963 2.328 -0.476 0.39
H -2.555 1.763 -0.453 0.41



15
Properties=species:S:1:pos:R:3:nbo_charge:R:1 method="wB97M-V/def2-TZVPD" de_lowest_kj_mol=315.98 spin_multiplicity=1
C 0.672 1.546 -0.503 0.01
C -0.029 1.805 0.820 -0.67
C -1.638 -2.011 -0.259 -0.84
C 2.309 -0.334 -0.545 -0.03
N 1.490 0.580 -0.489 -0.33
S 3.955 -0.355 -0.061 0.05
H 0.329 2.185 -1.286 0.21
H 0.308 1.262 1.715 0.23
H -0.057 2.863 1.129 0.22
H -1.140 1.493 0.866 0.22
H -2.142 -1.424 0.511 0.20
H -1.177 -1.274 -0.831 0.21
H -1.126 -2.779 0.213 0.22
H -2.367 -2.529 -0.901 0.21
H 4.381 0.770 0.601 0.09



46
Properties=species:S:1:pos:R:3:nbo_charge:R:1 method="wB97M-V/def2-TZVPD" de_lowest_kj_mol=29.15 spin_multiplicity=1 charge=-4
K 0.126 0.343 -0.467 0.94
N 1.478 2.513 -3.565 -1.14
S 2.764 1.956 -2.797 2.46
O 2.584 1.365 -1.513 -0.92
O 3.958 2.722 -3.033 -0.96
F 3.059 0.703 -3.757 -0.52
S 1.305 3.982 -2.854 2.46
O 1.883 5.050 -3.610 -0.96
O 1.377 4.027 -1.443 -0.90
F -0.244 4.135 -3.180 -0.51
N -1.151 -0.498 -2.798 -1.14
S -0.946 -2.150 -2.801 2.43
O -1.101 -2.827 -4.041 -0.93
O -1.284 -2.829 -1.607 -0.89
F 0.644 -1.935 -2.700 -0.52
S -2.741 -0.419 -2.912 2.45
O -3.502 -0.575 -1.723 -0.91
O -3.304 -0.859 -4.149 -0.95
F -2.750 1.184 -3.079 -0.53
N -3.785 -1.512 1.918 -1.13
S -2.380 -2.383 1.788 2.47
O -2.485 -3.510 0.940 -0.91
O -1.589 -2.432 2.962 -0.91
F -1.622 -1.274 0.902 -0.52
S -4.655 -2.409 2.858 2.46
O -4.273 -2.459 4.242 -0.96
O -5.140 -3.647 2.312 -0.97
F -5.995 -1.501 2.908 -0.53
N 3.987 -2.723 1.805 -1.18
S 4.663 -2.337 0.377 2.48
O 5.199 -1.035 0.208 -0.92
O 4.060 -2.968 -0.741 -0.93
F 5.975 -3.236 0.689 -0.54
S 2.980 -1.553 2.139 2.50
O 2.205 -1.018 1.056 -0.95
O 3.499 -0.626 3.100 -0.94
F 1.894 -2.358 2.979 -0.50
N -0.975 1.767 1.831 -1.18
S -1.303 3.363 1.598 2.47
O -0.177 4.226 1.600 -0.92
O -2.566 3.769 2.118 -0.94
F -1.610 3.263 0.031 -0.52
S 0.237 1.864 2.824 2.48
O -0.091 2.490 4.078 -0.97
O 1.509 2.009 2.217 -0.91
F 0.287 0.343 3.290 -0.50



9
Properties=species:S:1:pos:R:3:nbo_charge:R:1 method="wB97M-V/def2-TZVPD" de_lowest_kj_mol=39.10 spin_multiplicity=1 charge=-1
C 0.423 -0.783 -1.058 0.49
N 0.665 0.478 -0.711 -0.83
O -0.014 0.954 1.645 -1.01
O 0.830 -1.168 -2.215 -0.74
F -1.744 -0.889 1.915 -0.59
S -1.493 0.840 2.022 0.72
H -0.208 -1.309 -0.388 0.14
H 0.516 0.893 0.312 0.45
H 1.024 0.983 -1.523 0.37



25
Properties=species:S:1:pos:R:3:nbo_charge:R:1 method="wB97M-V/def2-TZVPD" de_lowest_kj_mol=376.40 spin_multiplicity=1
C 1.582 0.376 0.507 -0.28
C 0.219 1.875 2.051 -0.39
C 0.501 -1.913 0.969 -0.66
C -1.760 -1.008 -0.866 -0.61
C 0.236 -0.354 -2.269 -0.60
N 0.338 0.814 1.093 -0.44
C 0.518 -0.624 0.214 0.35
C -0.411 -0.301 -0.887 -0.21
C -0.614 1.323 -0.458 0.43
O -0.161 2.234 -1.151 -0.70
H -1.657 1.389 -0.081 0.10
H 1.989 0.999 -0.285 0.22
H 2.332 0.081 1.235 0.20
H -0.825 1.964 2.354 0.21
H 0.812 1.658 2.943 0.19
H 0.533 2.822 1.594 0.22
H -0.508 -2.287 1.131 0.23
H 0.964 -1.786 1.947 0.23
H 1.050 -2.665 0.395 0.23
H 1.254 0.032 -2.269 0.22
H -2.412 -0.561 -1.617 0.23
H -2.245 -0.904 0.106 0.21
H -1.664 -2.073 -1.084 0.21
H 0.261 -1.382 -2.632 0.20
H -0.332 0.293 -2.940 0.23



5
Properties=species:S:1:pos:R:3:nbo_charge:R:1 method="wB97M-V/def2-TZVPD" smiles="N#N.N=O" de_lowest_kj_mol=72.36 spin_multiplicity=1
N 0.312 -0.278 -1.987 0.03
N 0.646 -0.396 -0.939 -0.02
N -0.511 0.053 0.642 -0.01
O -0.455 1.213 0.979 -0.27
H 0.007 -0.591 1.305 0.27